Here is C6H9FS in the gas phase at a distorted geometry from OMol25. Energies are from ωB97M-V/def2-TZVPD.

## Properties
SMILES: F[C@@H]1CCCC(=S)C1
HOMO: -8.558 eV
F_max: 2.267 eV/Å
Spin multiplicity: 1
Molar mass: 132.203 g mol⁻¹
Total energy: -732.05113 Ha
Lowest unoccupied orbital energy: 0.125 eV

Element x y z (Å)
C (0.56622, 0.27017, 1.54335)
C (1.77716, 0.82933, 0.85171)
C (1.79129, 0.51211, -0.63369)
C (0.31228, 0.60761, -1.16251)
C (-0.52562, -0.55002, -0.59159)
C (0.00638, -0.90333, 0.79168)
H (0.74968, 0.10012, 2.58612)
H (1.84468, 1.94527, 0.96488)
H (2.68710, 0.46264, 1.35927)
H (2.34446, 1.22680, -1.19293)
H (2.30295, -0.40347, -0.88252)
H (0.20683, 0.53424, -2.25830)
H (-0.22609, 1.52501, -0.89292)
H (-0.84876, -1.37283, 1.31876)
H (0.77713, -1.67905, 0.71236)
F (-0.40362, 1.29471, 1.44488)
S (-1.86073, -1.16165, -1.21952)

Charge distribution, Löwdin scheme, values in e:
1. C -0.318
2. C -0.157
3. C -0.175
4. C -0.185
5. C -0.787
6. C -0.174
7. H 0.139
8. H 0.138
9. H 0.122
10. H 0.093
11. H 0.109
12. H 0.106
13. H 0.123
14. H 0.114
15. H 0.136
16. F -0.037
17. S 0.752

Here is C11H8F3NS5V as an isolated structure from OMol25. Energies are from ωB97M-V/def2-TZVPD.

## Properties
HOMO (spin up / spin down): -0.117 / 0.470 eV
F_max: 0.613 eV/Å
Spin multiplicity: 2
Molar mass: 422.465 g mol⁻¹
Total energy: -3713.39506 Ha
Lowest unoccupied orbital energy (spin up / spin down): 5.063 / 5.062 eV
Charge: -2

Element x y z (Å)
V (-1.27862, -0.15507, -0.94773)
C (-2.37686, 1.25457, 0.48031)
C (-3.34179, 0.97843, -0.52371)
C (-3.63328, -0.39259, -0.49206)
C (-2.87003, -0.99446, 0.53190)
C (-2.08238, 0.03045, 1.14585)
H (-1.94584, 2.22312, 0.68417)
H (-3.69754, 1.68104, -1.25943)
H (-4.25681, -0.91289, -1.20216)
H (-2.84594, -2.04483, 0.77237)
H (-1.38593, -0.10715, 1.95824)
F (4.54114, -1.70239, 1.80263)
C (3.18523, -1.70823, 1.99143)
F (2.79320, -2.96075, 1.79379)
F (3.03145, -1.45963, 3.32808)
C (2.51958, -0.65550, 1.15324)
C (3.18327, 0.55848, 1.11253)
C (2.67081, 1.62591, 0.40189)
C (1.45933, 1.42042, -0.24919)
N (0.78995, 0.28179, -0.19556)
C (1.27629, -0.80963, 0.47850)
S (0.27557, -2.18777, 0.38857)
H (4.12598, 0.66107, 1.63979)
H (3.18205, 2.57584, 0.33480)
H (0.98939, 2.18327, -0.86063)
S (-1.31066, -1.67217, -2.82899)
S (-1.68031, -0.55820, -4.55320)
S (-0.37253, 1.02080, -4.35367)
S (-0.94471, 1.82605, -2.53173)

Charge distribution, Löwdin scheme, values in e:
1. V 0.073
2. C -0.238
3. C -0.237
4. C -0.209
5. C -0.239
6. C -0.252
7. H 0.089
8. H 0.079
9. H 0.093
10. H 0.080
11. H 0.084
12. F 0.080
13. C -0.586
14. F 0.104
15. F 0.092
16. C -0.145
17. C -0.055
18. C -0.082
19. C -0.156
20. N -0.055
21. C -0.699
22. S 0.609
23. H 0.110
24. H 0.083
25. H 0.036
26. S -0.106
27. S -0.250
28. S -0.242
29. S -0.060

Here is a 2-piece molecular cluster, CH4BrFSi overall at a distorted geometry from OMol25. Energies are from ωB97M-V/def2-TZVPD.

## Properties
HOMO: -8.984 eV
F_max: 3.016 eV/Å
Spin multiplicity: 1
Molar mass: 143.031 g mol⁻¹
Total energy: -3003.85779 Ha
Lowest unoccupied orbital energy: -0.802 eV

Element x y z (Å)
C (-1.16470, -0.80296, 0.12473)
F (2.73132, 0.24285, -0.24315)
Si (-0.68955, 0.57300, 1.33812)
Br (-0.05555, 2.14858, -0.34393)
H (-1.19314, -0.36573, -0.90656)
H (-0.42360, -1.55116, 0.32489)
H (-2.21474, -1.31205, 0.18217)
H (3.00998, 1.06749, -0.47628)

Charge distribution, Löwdin scheme, values in e:
1. C -0.456
2. F -0.085
3. Si 0.434
4. Br 0.041
5. H -0.012
6. H -0.014
7. H 0.053
8. H 0.040